Computed, not measured: a structure of composition C31H44Cl63FGaO3 in a non-equilibrium geometry, with ωB97M-V with the def2-TZVPD basis set.

```
143
Properties=species:S:1:pos:R:3
C 3.631 -1.175 3.419
O 3.837 -0.752 2.025
C 2.569 -0.561 1.303
C 2.568 -1.514 -0.053
C 2.854 -3.045 0.456
C 1.876 -4.190 -0.190
C 0.289 -3.788 -0.273
Ga -0.476 -2.864 1.410
C -1.903 -4.089 2.362
O -2.126 -3.589 3.736
O -1.179 -3.977 4.550
C -1.558 -1.204 0.723
C -2.099 -0.228 1.924
C -3.025 0.984 1.239
F -0.882 0.389 2.561
H 2.604 -0.867 3.887
H 3.829 -2.343 3.457
H 4.470 -0.694 4.107
H 2.577 0.565 0.909
H 1.604 -0.663 1.956
H 1.622 -1.380 -0.729
H 3.499 -1.138 -0.699
H 2.870 -3.180 1.627
H 3.961 -3.312 0.096
H 2.008 -5.185 0.451
H 2.223 -4.414 -1.304
H -0.351 -4.748 -0.465
H 0.151 -3.074 -1.197
H 0.598 -2.508 2.538
H -2.938 -4.018 1.777
H -1.464 -5.186 2.329
H -0.361 -4.261 4.040
H -2.473 -1.670 0.119
H -0.896 -0.645 -0.064
H -2.765 -0.823 2.683
H -3.623 1.544 2.107
H -2.357 1.780 0.663
H -3.816 0.556 0.464
C 3.796 -1.945 -4.307
Cl 4.672 -0.407 -4.251
Cl 4.479 -3.093 -3.142
Cl 2.071 -1.690 -3.991
H 3.903 -2.367 -5.309
C 1.937 2.612 -3.102
Cl 0.733 1.830 -4.140
Cl 2.396 1.542 -1.766
Cl 3.363 3.078 -4.044
H 1.492 3.517 -2.681
C -1.557 4.930 -0.582
Cl -3.287 4.701 -0.272
Cl -1.021 3.891 -1.914
Cl -1.208 6.629 -0.939
H -1.006 4.647 0.318
C -4.811 -6.773 3.110
Cl -4.864 -8.436 2.503
Cl -5.043 -5.619 1.786
Cl -6.035 -6.531 4.369
H -3.826 -6.598 3.550
C -2.876 -9.666 5.865
Cl -4.606 -9.894 6.174
Cl -2.340 -10.705 4.533
Cl -2.527 -7.966 5.507
H -2.325 -9.949 6.765
C -1.147 -0.831 6.363
Cl -0.335 0.484 5.496
Cl -0.170 -1.364 7.741
Cl -2.756 -0.320 6.902
H -1.265 -1.674 5.677
C 2.078 4.291 -7.833
Cl 3.033 3.424 -9.049
Cl 1.380 3.156 -6.665
Cl 3.075 5.500 -7.006
H 1.261 4.808 -8.342
C -6.896 -0.904 -0.559
Cl -7.818 -1.698 0.729
Cl -6.646 0.808 -0.180
Cl -5.342 -1.720 -0.805
H -7.471 -0.972 -1.486
C 0.438 6.810 2.723
Cl -1.202 7.447 2.934
Cl 0.388 5.095 2.283
Cl 1.314 7.742 1.496
H 0.970 6.907 3.673
C -6.231 -0.338 8.921
Cl -5.418 0.976 8.054
Cl -5.253 -0.871 10.299
Cl -7.839 0.173 9.460
H -6.349 -1.181 8.236
C 0.097 8.891 -4.095
Cl -1.628 8.627 -4.402
Cl 0.363 9.379 -2.412
Cl 1.028 7.432 -4.474
H 0.443 9.699 -4.746
C 6.100 5.798 -3.137
Cl 6.596 4.878 -1.707
Cl 6.804 5.096 -4.604
Cl 4.333 5.853 -3.260
H 6.469 6.822 -3.034
C -2.122 -6.369 -2.877
Cl -1.227 -4.968 -3.490
Cl -1.041 -7.760 -2.683
Cl -2.914 -5.978 -1.341
H -2.893 -6.631 -3.606
C 5.200 8.549 -8.576
Cl 5.696 7.629 -7.146
Cl 5.904 7.847 -10.043
Cl 3.433 8.603 -8.698
H 5.569 9.573 -8.472
C -1.132 10.781 -7.843
Cl -2.148 11.295 -6.486
Cl 0.502 10.386 -7.282
Cl -1.857 9.394 -8.673
H -1.061 11.609 -8.553
C -11.755 1.009 7.813
Cl -11.044 -0.273 6.817
Cl -11.403 0.732 9.527
Cl -11.156 2.597 7.303
H -12.839 0.989 7.676
C 3.520 -1.710 10.050
Cl 1.790 -1.938 10.359
Cl 4.055 -2.749 8.718
Cl 3.869 -0.011 9.692
H 4.071 -1.993 10.950
C 1.120 -12.826 3.240
Cl 2.175 -11.403 3.222
Cl 0.660 -13.239 4.901
Cl -0.321 -12.545 2.248
H 1.671 -13.669 2.816
C -5.532 5.677 2.657
Cl -6.548 6.191 4.014
Cl -3.898 5.282 3.218
Cl -6.257 4.290 1.827
H -5.461 6.505 1.947
C 7.079 -0.648 -7.903
Cl 5.693 0.454 -7.975
Cl 8.540 0.221 -7.404
Cl 6.747 -1.994 -6.799
H 7.246 -1.056 -8.903
C 9.772 -2.154 -11.191
Cl 10.649 -0.615 -11.135
Cl 10.455 -3.301 -10.026
Cl 8.048 -1.899 -10.874
H 9.880 -2.576 -12.193
```

E_tot (Ha): -32449.67372
HOMO-LUMO gap (eV): 5.73
Total charge: -1
HOMO (eV): -4.488
F_max (eV/A): 6.1

Here are the Mulliken charges for atoms 1 to 99, given in e:
1 C -0.3490
2 O -0.3973
3 C 0.3639
4 C -0.0353
5 C -0.2472
6 C -0.5541
7 C 0.0891
8 Ga -0.5851
9 C -0.1331
10 O -0.1277
11 O -0.3810
12 C -0.0566
13 C 0.3585
14 C -0.4796
15 F -0.3068
16 H 0.1627
17 H 0.1807
18 H 0.2148
19 H -0.1411
20 H -0.1288
21 H 0.0856
22 H 0.2111
23 H -0.0625
24 H 0.2489
25 H 0.2052
26 H 0.1124
27 H 0.2048
28 H 0.0627
29 H -0.0499
30 H -0.2756
31 H 0.2782
32 H 0.3119
33 H -0.2260
34 H 0.1838
35 H 0.1340
36 H 0.2784
37 H 0.0044
38 H -0.0154
39 C -0.1354
40 Cl -0.0775
41 Cl -0.1251
42 Cl -0.0800
43 H 0.3843
44 C 0.0017
45 Cl -0.1782
46 Cl 0.0002
47 Cl -0.0433
48 H 0.1872
49 C 0.4549
50 Cl -0.0536
51 Cl -0.0804
52 Cl -0.0571
53 H -0.2924
54 C 0.5428
55 Cl -0.1287
56 Cl -0.0975
57 Cl -0.1391
58 H -0.2164
59 C -0.1141
60 Cl -0.1121
61 Cl -0.0642
62 Cl -0.0292
63 H 0.3404
64 C 0.6108
65 Cl -0.1074
66 Cl -0.0944
67 Cl -0.0634
68 H -0.3077
69 C -0.1672
70 Cl -0.1307
71 Cl -0.0050
72 Cl 0.0005
73 H 0.3411
74 C -0.0855
75 Cl -0.1299
76 Cl -0.0739
77 Cl -0.0445
78 H 0.3290
79 C -0.1155
80 Cl -0.1052
81 Cl -0.0731
82 Cl -0.0987
83 H 0.3810
84 C 0.0138
85 Cl -0.1137
86 Cl -0.1249
87 Cl -0.0900
88 H 0.2989
89 C 0.0763
90 Cl -0.1255
91 Cl -0.1145
92 Cl 0.0437
93 H 0.1087
94 C -0.0987
95 Cl -0.1186
96 Cl -0.1161
97 Cl -0.0315
98 H 0.3331
99 C -0.1469